(1)
{
  "formula": "C4H11N2O",
  "method": "ωB97M-V/def2-TZVPD",
  "charge": -1,
  "smiles": "C[C@@H](N)CNC[O-]",
  "orbital_gap_ev": 6.940,
  "e_lumo_ev": 4.0459,
  "species": ["H", "H", "H", "H", "H", "C", "C", "H", "H", "C", "H", "C", "O", "N", "H", "H", "H", "N"],
  "xyz": [[-2.700669, 1.042319, 0.294230], [0.307364, 0.552054, -1.945314], [0.913877, 1.306269, -0.154598], [2.925914, 0.848840, 0.927487], [2.921743, -0.937120, 0.328463], [1.183637, 0.228291, -0.126583], [2.665935, 0.123305, 0.161491], [-0.047440, -0.894095, -1.327482], [-1.555844, -0.237449, 1.630252], [0.339124, -0.280329, 1.007798], [-1.367980, 1.116726, -0.843801], [-1.840520, 0.405094, -0.106792], [-2.165745, -0.766708, -0.576694], [-0.936910, 0.435386, 1.159646], [0.231444, -1.361083, 0.742618], [0.821392, -0.215478, 1.985963], [3.331096, 0.282252, -0.700592], [0.694802, -0.212885, -1.441928]],
  "forces_ev_per_a": [[0.19, -0.41, -0.15], [-0.31, 0.43, -0.20], [0.57, -0.04, 0.32], [0.24, -0.46, 0.41], [-0.06, 0.29, 0.96], [-0.98, 2.77, -0.65], [0.48, -1.08, -1.26], [-0.37, 0.05, 0.01], [0.53, 0.30, 0.63], [-0.54, -1.17, -0.16], [0.16, -0.14, 0.17], [-0.33, 1.70, 0.15], [0.26, -0.60, -0.03], [-0.83, -0.96, -0.76], [-0.29, 0.22, 0.52], [0.41, -0.06, -0.14], [-0.55, 0.63, -0.15], [1.42, -1.47, 0.34]],
  "lowdin_charge": [0.08, 0.04, 0.13, 0.07, 0.07, -0.49, -0.10, 0.04, 0.07, -0.28, 0.06, -0.60, -0.30, -0.07, 0.12, 0.10, 0.06, 0.03]
}

***

(2)
{
  "formula": "C4H11N2O",
  "method": "ωB97M-V/def2-TZVPD",
  "charge": -1,
  "smiles": "NCCNCC[O-]",
  "orbital_gap_ev": 6.061,
  "e_lumo_ev": 3.8266,
  "species": ["N", "H", "C", "H", "C", "H", "H", "O", "H", "H", "H", "H", "H", "N", "H", "H", "C", "C"],
  "xyz": [[-0.530789, 0.741106, 0.117885], [-0.338265, 0.126064, -2.349346], [1.426487, 0.698273, -1.469642], [1.498149, 0.887531, 0.627851], [-1.175176, 0.216654, 1.328578], [-0.331913, -1.837750, 0.962594], [-0.845515, 1.672294, -0.186377], [-0.987193, -1.710853, 2.922641], [2.511499, 0.515283, -1.454672], [0.947630, -0.951604, -2.700465], [-2.191217, 0.575609, 1.464038], [-0.538417, 0.600384, 2.124284], [1.112866, -0.701941, 0.087341], [0.697587, 0.030865, -2.581314], [1.155681, 1.852524, -1.562251], [-2.121727, -1.727141, 1.090074], [0.896514, 0.384792, -0.067836], [-1.186200, -1.372089, 1.646616]],
  "forces_ev_per_a": [[-0.21, -1.27, -1.64], [1.88, -0.56, -0.29], [-1.95, 2.04, 0.14], [1.18, 0.97, 1.30], [1.41, -0.46, 1.06], [-0.99, 0.65, 0.44], [0.76, -0.70, 0.42], [-0.75, 0.55, -0.50], [-0.38, 0.20, -0.49], [-0.26, 0.34, 0.43], [-0.08, 0.34, -0.27], [-0.31, 0.05, 0.90], [-0.87, 0.72, 0.18], [-0.83, 0.66, 0.55], [1.13, -1.98, -0.29], [0.18, -0.05, 0.65], [-1.29, -1.10, -0.98], [1.37, -0.39, -1.60]],
  "lowdin_charge": [-0.11, 0.08, -0.30, 0.08, -0.24, 0.07, 0.10, -0.37, 0.10, 0.05, 0.08, 0.08, 0.11, -0.05, 0.12, 0.06, -0.27, -0.56]
}

***

(3)
{
  "formula": "C4H11N2O",
  "method": "ωB97M-V/def2-TZVPD",
  "charge": -1,
  "orbital_gap_ev": 7.595,
  "e_lumo_ev": 4.2325,
  "species": ["H", "C", "N", "H", "C", "H", "N", "H", "H", "H", "H", "H", "C", "C", "H", "H", "O", "H"],
  "xyz": [[2.677545, -2.497023, -0.628019], [-2.080748, 1.654829, 0.500541], [0.750243, 0.263180, -0.801563], [0.648352, -0.758930, 1.627542], [1.488012, -0.776148, -0.338105], [0.527976, 0.226490, -1.783127], [-2.568681, 0.802697, -0.633470], [2.145199, 0.125759, 1.484825], [-2.016453, 2.690716, 0.106776], [-2.131021, -0.101794, -0.494010], [-3.573084, 0.669547, -0.578817], [2.196189, -1.650549, 1.487097], [1.636769, -0.780062, 1.159451], [2.072178, -1.733301, -1.093561], [-2.871300, 1.668348, 1.292183], [1.956227, -1.747323, -2.174582], [-0.900438, 1.216215, 0.983642], [0.043033, 0.727342, -0.116805]],
  "forces_ev_per_a": [[0.02, -0.06, -0.04], [0.25, -0.06, 0.37], [0.02, 0.06, 0.09], [0.07, 0.01, -0.04], [-0.01, -0.02, 0.03], [-0.13, 0.06, 0.02], [0.00, 0.09, -0.23], [0.06, 0.09, 0.03], [-0.11, 0.07, -0.08], [-0.04, -0.06, 0.07], [0.00, -0.05, 0.05], [0.07, -0.11, 0.08], [-0.19, 0.02, -0.02], [0.03, -0.02, -0.12], [-0.03, 0.05, -0.06], [0.04, -0.02, 0.09], [-0.23, -0.01, -0.05], [0.19, -0.06, -0.20]],
  "lowdin_charge": [0.01, -0.56, 0.07, 0.07, -0.54, 0.07, -0.04, 0.08, 0.07, 0.03, 0.02, 0.06, -0.07, -0.05, 0.07, 0.02, -0.33, 0.03]
}

***

(4)
{
  "formula": "C4H11N2O",
  "method": "ωB97M-V/def2-TZVPD",
  "multiplicity": 2,
  "charge": 0,
  "s2": 0.778,
  "orbital_gap_ev": [9.829, 7.335],
  "e_lumo_ev": [0.8693, -1.6241],
  "species": ["O", "C", "H", "H", "H", "C", "C", "H", "C", "H", "H", "H", "H", "N", "H", "N", "H", "H"],
  "xyz": [[-0.977697, 0.195042, -0.825117], [1.847202, -0.980388, -1.638412], [-0.374594, 1.354913, 3.003496], [-0.702011, -0.760987, -1.086629], [1.583701, -3.060107, -1.168363], [-0.312934, 0.585348, 0.343532], [1.093559, -2.125016, -1.439648], [0.617543, 1.122042, 0.110377], [-1.162989, 1.593269, 1.103239], [-1.021044, 2.818691, 2.734998], [2.896073, -1.018986, -1.474467], [-0.623064, -3.013193, -1.471542], [-1.289859, 2.449304, 0.444792], [-0.482377, 2.080643, 2.299830], [-2.146544, 1.155206, 1.312287], [-0.210342, -2.083704, -1.424602], [-0.070348, -0.266139, 0.989299], [1.335728, -0.045934, -1.813074]],
  "forces_ev_per_a": [[0.05, -0.19, 0.02], [-0.45, 0.13, 0.38], [-0.07, 0.02, -0.19], [-0.79, 1.40, 0.24], [0.25, -0.04, -0.47], [-0.07, 0.60, -0.01], [-0.03, -0.51, 0.66], [0.22, -0.21, 0.06], [-0.07, -0.15, 0.14], [0.04, 0.01, -0.03], [0.69, 0.11, -0.14], [-0.04, 0.09, 0.49], [-0.24, 0.05, -0.11], [0.20, -0.07, 0.24], [-0.02, 0.01, -0.13], [0.21, -1.20, -1.07], [0.04, -0.12, 0.07], [0.08, 0.08, -0.16]],
  "lowdin_charge": [-0.14, 0.11, 0.06, -0.03, 0.11, -0.34, -0.27, 0.10, -0.29, 0.06, 0.06, 0.09, 0.11, -0.02, 0.11, 0.10, 0.11, 0.07]
}

***

(5)
{
  "formula": "C4H11N2O",
  "method": "ωB97M-V/def2-TZVPD",
  "charge": 1,
  "orbital_gap_ev": 10.425,
  "e_lumo_ev": -3.9473,
  "species": ["C", "C", "H", "H", "H", "H", "H", "H", "H", "H", "N", "C", "O", "C", "H", "H", "N", "H"],
  "xyz": [[-0.819260, 1.248411, -0.102768], [0.395819, 0.525679, 0.312915], [-2.193034, 0.143936, 1.231509], [0.789007, -0.735022, -1.825081], [2.194970, 0.322820, 1.203909], [-1.016462, 2.198307, 0.389258], [-2.307227, -0.379303, -0.463709], [0.469559, -2.583877, -0.159565], [2.071699, 0.115771, -2.112959], [-0.833708, 1.409530, -1.180878], [-0.097153, -1.821332, -0.508362], [-1.643001, 0.006973, 0.304412], [1.160857, 0.165762, -1.810778], [-0.335732, -0.803835, 0.492298], [1.712373, 1.939534, 0.864187], [-0.965463, -2.207398, -0.857800], [1.474377, 0.952915, 0.880360], [-0.172715, -1.174746, 1.513086]],
  "forces_ev_per_a": [[-0.34, 0.63, -0.34], [0.50, 0.08, 0.36], [-0.01, -0.08, -0.02], [0.12, -0.14, 0.02], [-0.09, -0.09, 0.11], [0.03, 0.02, 0.07], [0.00, 0.01, -0.03], [-0.03, 0.01, -0.01], [0.09, -0.07, -0.13], [0.09, -0.02, 0.03], [-0.10, -0.14, -0.10], [-0.10, -0.07, 0.21], [-0.07, 0.19, -0.24], [0.12, -0.55, 0.15], [-0.05, -0.13, -0.01], [-0.01, -0.02, 0.09], [-0.11, 0.26, -0.07], [-0.04, 0.09, -0.12]],
  "lowdin_charge": [-0.06, -0.22, 0.13, 0.04, 0.16, 0.14, 0.12, 0.11, 0.08, 0.14, 0.06, -0.06, -0.03, -0.27, 0.16, 0.11, 0.26, 0.16]
}

***

(6)
{
  "formula": "C4H11N2O",
  "method": "ωB97M-V/def2-TZVPD",
  "charge": 1,
  "smiles": "C=[NH+][C@@](C)(O)NC",
  "orbital_gap_ev": 9.598,
  "e_lumo_ev": -4.5376,
  "species": ["H", "H", "C", "H", "C", "N", "H", "H", "H", "N", "H", "C", "H", "H", "H", "O", "C", "H"],
  "xyz": [[1.819445, -1.881701, -0.392619], [1.904682, -0.309579, -1.196523], [-1.749163, -0.305866, 0.729991], [0.967794, 1.633851, 0.658144], [0.412917, 1.954410, -0.213074], [0.692189, -0.304823, 0.516852], [2.743441, -0.556451, 0.353156], [-1.490997, -1.469098, -1.380759], [-1.886757, -1.335634, 1.053935], [-0.434711, 1.187455, -0.738026], [-2.649044, 0.018279, 0.210140], [-0.537210, -0.234162, -0.188927], [-1.606505, 0.318193, 1.608264], [0.604430, -0.835214, 1.375687], [0.581966, 2.945938, -0.622442], [-0.631090, -1.030222, -1.308196], [1.854349, -0.802598, -0.226952], [-0.965621, 1.421462, -1.577132]],
  "forces_ev_per_a": [[-0.01, 0.12, -0.06], [0.13, -0.01, -0.01], [0.18, -0.11, -0.12], [-0.15, -0.06, -0.15], [0.17, 2.27, -0.44], [-0.06, -2.21, 0.73], [0.02, -0.03, -0.13], [0.18, 0.11, 0.13], [0.00, -0.07, 0.02], [-0.06, -0.26, -0.26], [-0.03, 0.02, -0.04], [-0.18, 0.25, 0.70], [0.01, 0.06, 0.02], [-0.21, 0.05, -0.03], [-0.18, -0.03, -0.14], [0.00, -0.21, -0.32], [0.10, -0.01, -0.05], [0.10, 0.11, 0.17]],
  "lowdin_charge": [0.10, 0.09, 0.03, 0.13, 0.17, -0.09, 0.10, 0.13, 0.11, 0.15, 0.10, -0.60, 0.10, 0.14, 0.13, 0.07, -0.06, 0.19]
}

***

(7)
{
  "formula": "C4H11N2O",
  "method": "ωB97M-V/def2-TZVPD",
  "charge": 1,
  "smiles": "N[C@@H](C=O)CC[NH3+]",
  "orbital_gap_ev": 10.428,
  "e_lumo_ev": -3.3515,
  "species": ["H", "H", "N", "H", "H", "C", "O", "H", "H", "H", "C", "C", "C", "N", "H", "H", "H", "H"],
  "xyz": [[-0.363160, -1.536751, 1.836888], [-1.490186, -1.057541, 0.842394], [-0.139800, 1.850731, 0.919910], [-0.331004, 0.855171, 1.348885], [-0.070077, -2.296657, -1.905419], [0.581650, 1.543488, -0.362774], [-0.706591, -3.204212, -0.284783], [0.332286, 2.496818, 1.551145], [-0.755364, 0.241088, -1.242568], [-1.047367, 2.272164, 0.755128], [0.299128, 0.138973, -0.939415], [0.317347, -1.089863, -0.027904], [-0.135085, -2.292367, -0.818551], [-0.539593, -0.845808, 1.149202], [0.223090, 2.255724, -1.104908], [1.636224, 1.808282, -0.281611], [0.880351, 0.064134, -1.849539], [1.308152, -1.203371, 0.413919]],
  "forces_ev_per_a": [[0.34, -0.73, 0.88], [-0.12, 0.16, 0.28], [-0.25, -1.10, 0.33], [0.13, 0.53, 0.04], [0.52, 0.25, -0.47], [0.53, 0.52, -0.79], [0.10, 0.10, 0.20], [0.34, -0.28, -0.06], [0.12, -0.29, -0.39], [-0.25, -0.01, -0.24], [-1.49, 0.99, 0.66], [0.98, 1.16, 0.44], [-0.65, -0.87, 0.35], [-0.74, 0.73, -1.25], [-0.09, 0.01, 0.00], [0.02, -0.41, 0.53], [0.20, -0.32, -0.07], [0.31, -0.44, -0.45]],
  "lowdin_charge": [0.10, 0.12, 0.16, 0.13, 0.14, -0.14, 0.10, 0.17, 0.13, 0.16, -0.13, -0.33, -0.20, 0.05, 0.13, 0.13, 0.13, 0.16]
}

***

(8)
{
  "formula": "C4H11N2O",
  "method": "ωB97M-V/def2-TZVPD",
  "charge": 1,
  "orbital_gap_ev": 11.757,
  "e_lumo_ev": -3.1921,
  "species": ["N", "H", "H", "H", "N", "H", "H", "C", "H", "H", "H", "C", "C", "O", "H", "H", "C", "H"],
  "xyz": [[0.082798, -0.847225, -0.708423], [-1.653357, 2.059345, -0.808195], [1.293125, 2.556193, -0.045531], [2.006787, 0.843961, 0.495756], [-1.401183, 1.231207, -1.299848], [-1.032267, 1.601140, -2.209137], [-0.612423, -1.006499, -1.357261], [-0.720684, -1.179230, 0.451853], [0.644112, -0.124790, 1.762223], [-0.700834, -1.279681, 2.596937], [0.835601, -1.770048, 1.769355], [0.047439, -1.076169, 1.797915], [1.315833, 1.455377, -0.249536], [1.337674, 1.031109, -1.616310], [-1.601410, -0.448867, 0.438586], [-1.077995, -2.291301, 0.523284], [0.317696, 0.658959, -0.829821], [0.919089, -1.413480, -0.711848]],
  "forces_ev_per_a": [[0.88, 2.01, 2.06], [0.18, 0.80, 1.06], [-0.43, -1.20, -0.31], [-0.92, 1.57, -1.80], [4.96, -2.20, -1.20], [-0.85, -0.36, 0.65], [-1.07, -0.82, -3.26], [-2.19, -1.04, 4.05], [-1.25, -0.39, 1.07], [1.06, 0.60, -0.27], [0.79, -1.57, 0.38], [-0.49, 1.81, -1.55], [2.91, -0.07, 3.53], [0.28, -0.28, -0.58], [1.11, -1.34, -0.07], [0.40, 2.07, -1.34], [-5.84, 0.58, -1.66], [0.45, -0.17, -0.76]],
  "lowdin_charge": [0.13, 0.03, 0.16, 0.16, 0.13, 0.07, 0.13, -0.21, 0.07, 0.11, 0.06, -0.05, -0.03, 0.08, 0.14, 0.17, -0.37, 0.20]
}

***

no.,electronic energy (Eh)
1,-343.7298
2,-343.6929
3,-343.7536
4,-343.6612
5,-343.4926
6,-343.4856
7,-343.5023
8,-343.3649